Entry from the OMol25 dataset: a molecular structure, C45H42N6O5P2S4V at a distorted geometry (ωB97M-V/def2-TZVPD).

```
105
Properties=species:S:1:pos:R:3:forces:R:3
V 0.95931 -0.41246 -0.95937 -0.8 0.2 1.4
S -1.41384 -0.31026 -2.00604 0.2 0.0 -0.1
C -0.59004 -1.68748 -2.58126 -0.2 -0.4 -0.2
N 0.41303 -2.22564 -1.93453 0.0 -0.5 -0.2
C 0.93452 -3.33583 -2.60011 -0.1 0.2 0.1
C 2.00373 -4.11901 -2.18664 0.2 0.0 0.0
C 2.41035 -5.18102 -2.97489 0.0 0.0 0.1
C 1.75052 -5.49150 -4.16401 -0.1 0.0 0.0
C 0.67434 -4.72683 -4.58408 0.0 0.0 0.1
C 0.28343 -3.65130 -3.79654 -0.1 0.0 -0.1
S -0.99216 -2.50107 -4.09085 0.1 0.0 0.0
H 2.54414 -3.87776 -1.28252 0.0 0.0 -0.1
H 3.26710 -5.76699 -2.66658 0.0 0.0 0.0
H 2.08514 -6.32806 -4.76604 0.0 0.0 0.0
H 0.15065 -4.95314 -5.50488 0.0 0.0 0.0
N 2.55061 -1.31793 0.22871 0.7 0.1 -0.7
N 2.91808 -1.11186 1.57871 -0.3 0.0 0.3
C 2.45898 0.09352 2.16933 0.0 0.0 0.2
O 3.04082 0.46024 3.19814 -0.1 0.0 -0.2
O 1.45601 0.63016 1.59993 0.3 0.0 0.0
H 2.49909 -2.31125 0.04821 0.0 -0.1 0.1
H 3.32573 -0.93745 -0.34431 0.0 -0.1 -0.1
H 3.90665 -1.22753 1.74577 0.1 0.0 -0.1
C 0.32354 2.99963 0.52672 -0.1 -0.2 0.2
N -1.06664 2.65157 0.82653 0.0 -0.2 -0.2
C -1.19152 1.61659 1.84645 0.2 0.1 -0.1
P -0.91819 -0.19920 1.38499 -0.7 -0.2 0.2
C -2.74004 -0.65321 1.28730 0.1 -0.1 -0.1
C -3.30137 -1.71729 1.99628 0.0 0.0 0.0
C -4.64233 -2.05507 1.85530 0.0 0.0 -0.1
C -5.46017 -1.33318 0.99366 0.1 0.0 0.0
C -4.91584 -0.28345 0.26452 0.0 0.0 0.0
C -3.57150 0.03764 0.40297 0.0 0.0 0.0
C -0.70138 -0.77555 3.13647 0.1 0.0 0.0
C 0.33517 -1.64884 3.44315 0.0 0.0 -0.1
C 0.56710 -2.06159 4.75044 -0.1 0.0 0.0
C -0.25219 -1.61676 5.77557 0.0 0.0 -0.1
C -1.31648 -0.77054 5.48124 0.0 0.0 0.0
C -1.53461 -0.35281 4.17712 0.0 0.0 0.0
C -2.10235 3.55596 0.62247 0.0 0.0 0.1
C -3.41892 3.29964 1.06261 -0.1 0.0 0.0
C -4.43646 4.22887 0.91042 0.1 0.0 0.0
C -4.21260 5.45908 0.30842 0.0 0.0 0.0
C -2.93481 5.71197 -0.17070 0.0 -0.1 0.0
C -1.91028 4.78989 -0.03052 0.0 0.0 0.0
P 1.18045 1.99658 -0.80222 0.0 0.9 -0.7
C 2.85175 2.75016 -0.67817 0.1 -0.2 0.2
C 3.57362 3.03343 -1.83834 0.0 0.0 0.0
C 4.88751 3.46699 -1.76272 0.0 0.0 0.0
C 5.50433 3.61551 -0.52803 0.0 0.0 0.0
C 4.80390 3.31021 0.62969 0.0 0.0 0.0
C 3.48737 2.87405 0.55672 0.0 0.0 0.1
C 0.58994 2.99157 -2.27689 0.0 0.0 0.0
C 0.65635 4.38627 -2.25896 0.1 0.1 0.0
C 0.16670 5.15502 -3.30343 0.0 0.0 0.0
C -0.37345 4.53811 -4.42563 0.0 0.0 0.0
C -0.38679 3.15398 -4.49307 0.0 0.0 0.0
C 0.09131 2.39188 -3.43067 0.1 0.1 0.0
H 0.90891 2.83827 1.43008 0.0 0.0 0.0
H 0.41430 4.04023 0.25359 0.0 0.2 0.1
H -2.16610 1.68091 2.30956 0.0 0.0 0.1
H -0.43530 1.79613 2.61453 0.0 0.0 0.0
H -2.68216 -2.30247 2.66523 0.0 0.0 0.0
H -5.04947 -2.88491 2.42250 0.0 0.0 0.0
H -6.50898 -1.58580 0.89281 0.0 0.0 0.0
H -5.53859 0.28717 -0.41507 0.0 0.0 0.0
H -3.15903 0.83805 -0.19958 0.0 0.0 0.0
H 0.98984 -1.98738 2.65142 0.0 0.0 0.1
H 1.40264 -2.71658 4.96330 0.0 0.0 0.0
H -0.06567 -1.92080 6.79923 0.0 0.0 0.0
H -1.97640 -0.43273 6.27314 0.0 0.0 0.0
H -2.38152 0.29190 3.97268 0.0 0.0 0.0
H -3.67970 2.35393 1.51084 0.0 0.0 0.0
H -5.42651 3.97463 1.27348 0.0 0.0 0.0
H -5.00638 6.18918 0.20717 0.0 0.0 0.0
H -2.71713 6.65139 -0.66702 0.0 0.0 0.0
H -0.95611 5.04407 -0.45601 0.0 0.0 0.0
H 3.12061 2.86981 -2.80685 0.0 0.0 0.0
H 5.44100 3.65635 -2.67474 0.0 0.0 0.0
H 6.53750 3.94010 -0.46943 0.0 0.0 0.0
H 5.29186 3.37546 1.59570 0.0 0.0 0.0
H 2.97994 2.58014 1.46839 0.0 0.0 0.0
H 1.13721 4.89325 -1.42907 0.0 0.0 0.0
H 0.20711 6.23769 -3.24338 0.0 0.0 0.0
H -0.76264 5.13534 -5.24266 0.0 0.0 0.0
H -0.77052 2.65119 -5.37384 0.0 0.0 0.0
H 0.10425 1.31957 -3.52293 -0.1 -0.1 0.1
N -2.31751 -3.50361 -0.41608 0.0 0.0 0.0
C -1.52974 -4.10964 0.52737 0.0 -0.1 -0.1
C -2.04985 -5.12457 1.35596 -0.1 0.1 0.0
C -1.20317 -5.76836 2.22686 0.1 0.0 0.0
C 0.14377 -5.41173 2.26035 0.0 0.0 0.0
C 0.55221 -4.39533 1.41620 0.0 0.1 0.0
N -0.24983 -3.73932 0.57782 0.1 -0.3 0.3
H -3.30310 -3.46388 -0.21477 0.0 0.0 0.0
H -1.94907 -2.63822 -0.79532 0.0 0.0 0.0
H -3.10205 -5.38051 1.29510 0.0 0.0 0.0
H -1.58194 -6.54816 2.87733 0.0 0.0 0.0
H 0.84645 -5.89102 2.92876 0.0 0.0 0.0
H 1.59367 -4.07605 1.42519 -0.1 0.0 0.0
O 4.30794 -2.09566 -2.31210 0.0 0.1 -0.1
S 4.29858 -0.63802 -2.50079 0.0 -0.5 -0.2
O 5.10995 -0.17156 -3.61441 -0.1 0.0 0.2
O 4.58930 0.03377 -1.22411 0.0 0.2 0.1
S 2.32415 -0.14891 -2.98224 0.3 0.4 -0.2
```
Forces are in eV/Å.

Properties
total charge: -2
ΔE to the lowest compared entry with this formula, charge and spin: 0.0 kJ/mol
multiplicity: 2

Entry from the OMol25 dataset: a molecular structure, C5H11IN3S at a distorted geometry (ωB97M-V/def2-TZVPD).

```
21
Properties=species:S:1:pos:R:3:forces:R:3
C -1.34817 0.63344 0.08932 1.0 1.5 0.6
C -3.60782 -0.39842 0.44176 1.5 0.7 -0.8
C 3.23501 0.46476 -1.46940 -1.9 1.7 -2.1
C 3.55085 -0.83073 0.65891 -1.4 2.8 2.5
C 2.84874 0.28763 -0.09173 -0.2 0.5 1.9
N -1.73481 1.42996 -0.86263 -0.8 -2.1 0.3
N -4.29905 -1.00642 1.40734 -0.2 -3.9 2.0
N -2.16973 -0.24654 0.64726 -3.3 -0.6 -0.6
S -4.36364 0.22294 -0.86687 -0.5 -0.1 -0.6
I 1.31871 1.43721 0.74040 1.3 -1.5 -0.7
H 4.12464 1.08386 -1.56946 0.5 -0.2 0.2
H 3.37411 -0.52112 -1.91198 0.1 0.2 -0.4
H 2.45866 1.10003 -2.05498 1.2 -1.4 0.8
H 3.76027 -1.55317 -0.04823 -0.3 -2.3 -1.2
H 4.62560 -0.51438 0.89115 -1.5 0.0 0.5
H 2.84551 -1.08011 1.56354 2.1 -0.1 -1.6
H -1.07412 2.14918 -1.05348 -0.1 0.5 -1.0
H -2.67136 1.08205 -1.28378 0.8 1.6 -0.2
H -3.79340 -1.64954 2.11847 -0.7 1.8 -1.5
H -5.15399 -1.56711 1.10407 1.3 1.7 0.3
H -1.92602 -0.52351 1.55031 0.9 -0.8 1.4
```
Forces are in eV/Å.

Properties
total charge: +1
ΔE to the lowest compared entry with this formula, charge and spin: 348.3 kJ/mol
multiplicity: 1

Entry from the OMol25 dataset: a molecular structure, C27H53N10SeW at a distorted geometry (ωB97M-V/def2-TZVPD).

```
92
Properties=species:S:1:pos:R:3:forces:R:3
W 0.27790 -0.18270 -0.08670 -0.3 -0.4 0.5
C 5.68350 -0.00640 -1.12250 0.4 -0.2 -0.5
N 4.67840 0.31770 -0.12270 -0.8 0.0 -0.1
C 5.23940 0.84220 1.11380 0.1 0.2 0.6
C 3.38120 0.22910 -0.43380 0.3 -0.1 -0.8
N 2.35460 0.02540 0.38410 -0.6 0.3 0.2
C 2.59890 -0.27530 1.80470 0.1 0.0 0.4
C 1.31250 -0.68720 2.54410 0.8 -0.7 0.3
N 0.14710 0.05430 2.02950 0.1 -0.2 -0.2
C -1.13310 -0.57810 2.38470 -1.0 -0.4 0.0
C -2.24020 -0.11770 1.42910 0.0 0.0 0.5
N -1.89780 -0.35600 0.01760 0.4 0.1 0.2
C -2.93930 -0.67970 -0.76190 0.1 -0.1 -0.5
N -4.22220 -0.66280 -0.31230 0.3 0.1 -0.2
C -4.89620 0.48420 0.26260 0.0 0.2 0.1
C -5.10250 -1.78930 -0.57040 -0.2 -0.3 0.0
N -2.76310 -1.06890 -2.05080 -0.2 0.0 0.4
C -1.68490 -1.92670 -2.49730 0.4 -0.1 0.1
C -3.83110 -0.89230 -3.02190 -0.3 0.1 -0.3
C 0.21610 1.48000 2.41870 0.1 1.1 -0.2
C 0.72050 2.32840 1.23850 0.3 0.3 0.5
N -0.06590 1.98870 0.05020 0.2 -0.6 0.3
C -0.78250 2.96860 -0.51140 -0.4 0.1 -0.9
N -1.38720 2.76130 -1.70550 0.3 0.0 0.5
C -2.65130 3.39810 -2.03340 -0.3 0.2 -0.1
C -0.92440 1.80430 -2.68110 0.2 -0.2 0.0
N -0.90550 4.22830 -0.01290 -0.1 -0.3 -0.1
C -1.29730 4.60080 1.33340 0.0 0.0 0.3
C -0.81780 5.37950 -0.89930 0.2 0.3 -0.2
N 3.10220 0.32810 -1.79870 -0.2 -0.1 0.4
C 2.01100 -0.41120 -2.33350 0.4 -0.4 0.4
C 3.34900 1.62740 -2.41070 0.1 0.3 -0.1
H 6.46580 -0.59230 -0.64000 0.0 0.0 0.0
H 5.24550 -0.59330 -1.92560 0.1 0.0 0.1
H 6.14010 0.89020 -1.54390 0.0 0.0 0.0
H 6.21190 1.27480 0.88090 -0.1 0.0 0.0
H 4.61940 1.63960 1.51890 0.0 0.0 0.0
H 5.39380 0.06650 1.86600 0.0 0.0 -0.1
H 3.31520 -1.10120 1.88270 -0.1 0.1 0.1
H 3.02360 0.59740 2.30990 0.0 -0.2 -0.1
H 1.13480 -1.75950 2.40830 -0.1 0.4 0.0
H 1.45510 -0.51620 3.61710 -0.1 0.1 -0.1
H -1.02300 -1.66610 2.29760 0.1 0.3 0.0
H -1.42690 -0.35010 3.41580 0.2 0.0 -0.1
H -3.14580 -0.66970 1.69730 0.1 0.1 0.0
H -2.44050 0.95220 1.58280 0.0 -0.2 0.0
H -4.22640 1.33730 0.32030 0.0 0.1 0.0
H -5.73840 0.74840 -0.38220 0.0 0.1 0.0
H -5.29870 0.25720 1.25140 0.1 0.0 0.0
H -4.54220 -2.64100 -0.94850 0.0 0.0 0.0
H -5.55620 -2.08540 0.37790 0.0 0.0 0.0
H -5.91160 -1.53720 -1.25680 0.0 0.0 -0.1
H -1.67930 -2.85260 -1.91690 0.1 0.2 -0.1
H -1.83870 -2.17900 -3.54560 0.0 0.1 0.1
H -0.70580 -1.43420 -2.40300 -0.3 -0.3 -0.1
H -4.48540 -0.07410 -2.72790 0.0 0.0 0.0
H -3.37530 -0.64260 -3.98170 -0.1 0.0 0.1
H -4.42960 -1.79560 -3.15800 0.0 0.0 0.0
H -0.78440 1.82790 2.68520 0.1 -0.2 0.0
H 0.85570 1.62020 3.29670 -0.1 -0.2 -0.1
H 0.65470 3.38650 1.49390 0.0 -0.2 0.0
H 1.77770 2.12360 1.02810 -0.3 0.1 0.2
H -3.06080 3.91670 -1.16960 0.0 0.0 0.0
H -2.54450 4.10970 -2.85600 0.0 0.0 0.0
H -3.36080 2.62300 -2.33810 0.0 0.1 0.0
H -1.25140 0.78650 -2.43100 0.1 0.1 -0.1
H -1.35080 2.07230 -3.64760 0.0 0.0 0.0
H 0.16210 1.85830 -2.77220 -0.1 -0.1 0.0
H -1.60970 3.73430 1.90840 0.0 0.0 0.1
H -0.49730 5.12830 1.85910 0.0 0.0 0.0
H -2.14470 5.28830 1.26920 0.0 -0.1 0.0
H -0.49670 5.08670 -1.89480 0.0 0.0 0.0
H -1.76250 5.92130 -0.96820 0.0 -0.1 0.0
H -0.07160 6.06540 -0.49030 -0.1 0.0 0.0
H 2.19030 -1.48600 -2.21350 -0.5 0.3 0.1
H 0.98990 -0.12670 -1.82320 0.7 0.0 -1.7
H 1.91300 -0.19420 -3.39690 -0.3 0.2 0.1
H 4.24400 2.07950 -1.99530 0.0 0.0 0.0
H 3.49370 1.49670 -3.48040 0.0 0.1 0.0
H 2.50680 2.30840 -2.23500 0.0 0.0 0.0
Se 0.71330 -2.60180 -0.14770 0.1 -0.4 -0.2
C 0.29970 -4.51650 -0.05190 -0.1 0.2 0.1
C 0.80360 -5.22290 1.03110 0.0 0.3 0.1
C 0.64820 -6.59750 1.06630 0.0 -0.1 0.0
C -0.00740 -7.25390 0.03480 0.0 0.0 0.0
C -0.49890 -6.53290 -1.04220 0.0 -0.1 0.0
C -0.33500 -5.15950 -1.10290 0.0 0.3 -0.1
H 1.32940 -4.71390 1.82580 0.0 0.0 0.1
H 1.06390 -7.15150 1.89480 0.0 -0.1 0.1
H -0.11400 -8.32770 0.05810 0.0 -0.1 0.0
H -0.98800 -7.04080 -1.86030 0.0 0.0 0.0
H -0.67430 -4.62460 -1.97630 0.0 0.0 0.0
```
Forces are in eV/Å.

Properties
total charge: +3
ΔE to the lowest compared entry with this formula, charge and spin: 190.9 kJ/mol
multiplicity: 3

Entry from the OMol25 dataset: a molecular structure, C10H22N2O4SZr at a distorted geometry (ωB97M-V/def2-TZVPD).

```
40
Properties=species:S:1:pos:R:3:forces:R:3
Zr 0.04537 0.23195 0.49164 -3.3 -1.0 -1.6
C 0.89674 3.01191 1.01983 0.0 0.2 -0.4
C 0.95995 2.84742 -0.48940 -0.1 0.2 0.3
O 1.13509 1.39161 -0.80793 1.0 0.8 0.0
C 2.54575 0.89135 -0.92995 0.1 -0.4 -0.2
C 2.43335 -0.62092 -1.02455 0.0 0.3 -0.3
O 1.55709 -1.10221 0.10036 1.1 -0.1 0.1
C 2.23087 -1.58821 1.34719 -0.2 -0.2 0.3
C 1.12317 -1.74414 2.37653 0.2 -0.2 -0.2
O 0.29656 -0.48415 2.39290 0.9 -0.2 0.9
C 0.71743 0.60110 3.32848 -0.3 0.4 0.1
C -0.17229 1.78754 2.99565 0.0 -0.2 0.2
O -0.12650 2.02330 1.50200 0.7 0.6 0.7
H 0.57503 4.02222 1.26890 -0.1 0.0 0.1
H 1.84547 2.80375 1.51286 0.0 -0.1 0.1
H 1.77246 3.43637 -0.91260 0.1 -0.1 -0.1
H 0.03239 3.14713 -0.96967 -0.1 -0.1 -0.1
H 3.11632 1.22728 -0.06420 0.0 0.1 0.1
H 2.99505 1.28692 -1.84002 -0.1 0.1 -0.1
H 3.41152 -1.09759 -0.98564 0.0 -0.1 0.2
H 1.93804 -0.92672 -1.94280 -0.1 -0.1 0.0
H 3.00146 -0.87569 1.63749 0.0 0.1 -0.1
H 2.69048 -2.55912 1.16322 0.0 0.0 -0.2
H 1.52699 -1.94803 3.36649 -0.1 0.1 0.1
H 0.43714 -2.54437 2.10786 -0.2 0.0 0.0
H 1.77834 0.80559 3.19149 0.1 -0.1 -0.1
H 0.53741 0.29538 4.35893 0.0 -0.2 0.0
H 0.13831 2.68458 3.52885 0.1 0.1 -0.1
H -1.21130 1.57799 3.23574 -0.1 0.1 -0.1
C -4.70210 2.37573 -1.33134 -0.1 0.0 0.0
N -3.59214 1.58626 -0.74824 0.0 -0.1 0.2
C -3.37391 0.33193 -1.07814 -0.1 0.1 -0.2
N -4.12932 -0.29694 -1.93976 0.0 -0.2 -0.1
S -2.04331 -0.67538 -0.41259 0.3 0.3 0.3
H -4.65347 3.38337 -0.93047 0.0 0.0 0.0
H -5.66841 1.94542 -1.06351 0.0 0.0 0.0
H -4.59235 2.42337 -2.41421 0.0 0.0 0.0
H -3.18301 1.93479 0.10487 0.0 0.0 -0.1
H -4.97728 0.12403 -2.30729 0.0 0.0 0.0
H -3.93666 -1.24466 -2.24185 0.0 0.0 0.0
```
Forces are in eV/Å.

Properties
total charge: +4
ΔE to the lowest compared entry with this formula, charge and spin: 26.5 kJ/mol
multiplicity: 1

Entry from the OMol25 dataset: C9H15NSi in the gas phase at a distorted geometry (ωB97M-V/def2-TZVPD).

```
26
Properties=species:S:1:pos:R:3:forces:R:3
C -0.40064 -1.64363 -3.41954 -0.1 0.2 0.1
C -0.85950 -0.93099 -2.14793 0.0 -0.2 -0.2
C -0.83612 -1.82500 -0.92351 -0.7 2.3 2.3
Si -1.23739 -0.52487 0.90948 1.5 -2.2 -2.4
N -0.95567 -1.65947 2.17160 -0.2 0.1 0.3
C 0.08492 0.80072 1.11448 -0.5 -0.2 -0.1
C -0.20211 2.14674 0.91807 -0.2 0.0 -0.1
C 0.76394 3.12060 1.10386 0.0 0.2 0.0
C 2.04445 2.76006 1.48459 0.0 0.0 0.0
C 2.35374 1.42182 1.67155 0.1 0.0 0.0
C 1.38237 0.45623 1.48810 0.0 -0.2 0.0
H -1.03546 -2.50064 -3.63018 0.0 -0.1 -0.1
H -0.44426 -0.96520 -4.27058 0.0 0.0 -0.1
H 0.62466 -1.98986 -3.31214 0.1 -0.1 0.0
H -0.21146 -0.06850 -1.98101 0.0 0.1 0.0
H -1.87389 -0.55388 -2.29977 0.0 0.1 0.0
H 0.13954 -2.27290 -0.76802 0.2 -0.1 0.2
H -1.59584 -2.59796 -0.96309 -0.1 -0.2 0.0
H -2.57399 0.07586 0.77986 -0.2 0.2 0.0
H -1.38047 -2.57203 2.13103 0.0 0.0 0.0
H -0.88097 -1.34735 3.12739 0.0 0.0 0.1
H -1.19998 2.43830 0.61973 -0.1 0.1 0.0
H 0.51617 4.16238 0.95680 0.0 0.1 0.0
H 2.80027 3.51718 1.63600 0.0 0.1 0.0
H 3.35558 1.13844 1.96353 0.0 0.0 0.0
H 1.62212 -0.58607 1.63969 0.1 -0.1 0.0
```
Forces are in eV/Å.

Properties
SMILES: CCC[Si@@H](N)c1ccccc1
total charge: 0
ΔE to the lowest compared entry with this formula, charge and spin: 43.6 kJ/mol
multiplicity: 1

Entry from the OMol25 dataset: a molecular structure, C20H23ClN2O4 at a distorted geometry (ωB97M-V/def2-TZVPD).

```
50
Properties=species:S:1:pos:R:3:forces:R:3
C -4.05258 -0.26520 1.56192 -3.5 -5.4 -5.4
C -4.03613 -1.68907 0.92673 -0.8 -0.6 2.2
O -3.24320 -1.68501 -0.27125 -1.1 -3.1 -0.1
C -3.41096 -3.06785 -0.90914 -2.7 -0.5 2.6
C -2.44772 -4.23806 -0.47140 -2.3 8.5 7.8
C -1.09877 -3.84924 -0.71048 4.3 -1.1 1.4
N -0.71342 -2.58149 -0.14395 -1.2 4.8 -0.2
C 0.59910 -2.18704 0.00556 -3.3 -0.7 2.0
O 1.44841 -3.01405 0.08037 2.7 -1.4 -0.6
C 0.88740 -0.79300 0.56321 -3.3 2.0 3.6
N -0.11073 0.36235 -0.08663 7.0 -5.9 -6.4
C -1.00760 1.06587 0.46016 3.5 -4.0 6.5
O -0.93231 0.76637 1.68201 -3.1 2.6 2.1
C -1.74504 1.94230 -0.20858 -2.2 0.9 -7.9
C -1.98932 1.64712 -1.74063 1.7 1.0 8.6
C -2.85387 2.48498 -2.20991 2.9 -6.4 -7.5
C -3.35680 3.43156 -1.65041 -8.6 14.8 6.4
C -3.25610 3.73832 -0.27116 -2.3 4.3 -1.8
C -2.32119 3.02838 0.33651 -1.3 -0.4 6.7
O -2.35213 3.19094 1.83100 0.7 0.0 -4.1
H -1.84536 2.39874 2.01486 0.6 -0.8 1.5
H -3.81602 4.70426 0.31935 1.7 -3.1 -2.0
H -4.02123 4.38430 -2.21278 1.8 -3.4 1.1
H -3.00372 2.39794 -3.21586 -0.7 -0.2 -2.8
H -1.53990 0.98712 -2.36014 1.5 -2.4 -1.1
H 0.16338 0.30467 -1.10613 -1.0 0.9 1.5
C 2.29556 -0.52978 0.34497 3.5 4.8 -3.0
C 3.08707 0.33904 1.34817 -9.7 -6.2 -5.2
C 4.28096 0.52716 1.27419 14.2 4.9 -2.4
C 4.94181 0.38500 -0.03080 -3.8 -0.7 -2.1
C 4.17055 0.01413 -1.19614 -1.0 -2.0 2.1
C 2.81939 -0.50210 -1.04186 6.1 4.5 12.1
H 2.30348 -0.85866 -1.70407 -5.2 -4.0 -7.6
H 4.57791 -0.33439 -2.14638 0.7 1.1 0.2
Cl 6.51094 0.83696 -0.37898 1.6 0.4 0.4
H 4.99623 1.16945 2.00491 -2.0 -2.0 -1.2
H 2.64728 0.29027 2.19274 -3.3 0.6 6.0
H 0.60481 -0.66020 1.90692 0.7 -0.8 -4.6
H -1.36925 -1.70722 -0.23741 1.2 -2.7 0.2
H -1.10184 -3.67832 -1.76263 1.1 -0.7 -1.4
H -0.26060 -4.57106 -0.19432 -2.0 1.3 -2.1
H -2.66580 -3.98605 1.00981 0.8 -1.4 -4.0
H -2.84986 -5.09644 -0.64192 -1.9 -5.5 -1.3
H -3.28762 -2.98634 -1.90949 0.8 1.2 -3.4
H -4.59421 -3.36924 -0.88910 2.8 0.6 0.6
H -5.07685 -1.99208 0.66919 0.5 0.4 -0.1
H -3.75847 -2.50700 1.72862 0.2 1.5 -1.6
H -4.23005 0.30240 0.73811 -0.7 2.2 -2.5
H -4.76656 -0.06071 2.20441 -3.6 0.3 3.3
H -3.22936 0.01228 1.87826 8.1 2.2 3.4
```
Forces are in eV/Å.

Properties
total charge: 0
ΔE to the lowest compared entry with this formula, charge and spin: 1573.1 kJ/mol
multiplicity: 1

- Which of these has the highest multiplicity?
  C27H53N10SeW